Entry 1:
Formula: C10H11N3
Source: the OMol25 dataset
Level of theory: ωB97M-V/def2-TZVPD

Values from the calculation:
**Lowest unoccupied orbital energy**: 0.80 eV
**Gap between HOMO and LUMO**: 9.033 eV
**HOMO level**: -8.230 eV
**Energy relative to the best compared isomer or geometry (same formula, charge and spin)**: 166.1 kJ/mol
**SMILES string**: C=CCn1c(N)nc2ccccc21

```
! wB97M-V def2-TZVPD RIJCOSX def2/J DEFGRID3
* xyz 0 1
N -0.679 0.439 -0.352
N 0.850 1.977 0.189
N -1.435 2.711 0.065
C -0.381 1.748 -0.091
C -2.407 -1.031 0.532
C 2.009 -1.939 -0.192
C 0.701 -1.578 -0.387
C 2.767 0.377 0.317
C -1.984 -0.088 -0.550
C 3.034 -1.013 0.059
C 0.457 -0.240 -0.168
C -3.081 -2.184 0.419
C 1.438 0.725 0.200
H -3.394 -2.784 1.286
H 3.550 1.106 0.543
H -1.887 -0.673 -1.516
H 2.457 -2.911 -0.330
H -0.963 3.491 0.719
H -3.614 -2.503 -0.518
H -2.737 0.788 -0.719
H 4.031 -1.317 0.451
H -0.073 -2.234 -0.747
H -2.117 -0.711 1.580
H -1.733 3.195 -0.903
*
```

---

Entry 2:
Formula: C10H11N4
Source: the OMol25 dataset
Level of theory: ωB97M-V/def2-TZVPD

Values from the calculation:
**Lowest unoccupied orbital energy**: -5.88 eV
**Gap between HOMO and LUMO**: 5.670 eV
**HOMO level**: -11.554 eV
**Energy relative to the best compared isomer or geometry (same formula, charge and spin)**: 446.8 kJ/mol

```
! wB97M-V def2-TZVPD RIJCOSX def2/J DEFGRID3
* xyz 1 1
N -2.643 -1.063 -0.145
N -0.661 3.121 0.566
N 1.746 1.557 -0.587
N -0.419 -1.560 -0.365
C 0.994 -1.392 -0.605
C 2.585 1.085 0.239
C 1.877 -1.159 0.644
C -1.481 -0.465 -0.170
C -2.978 1.197 0.175
C -3.515 -0.068 0.190
C -1.509 0.891 0.145
C 0.558 1.675 -0.953
C -0.558 1.958 0.050
C 2.550 -0.080 1.015
H -0.707 -2.168 0.493
H 3.307 -0.288 1.727
H 1.224 -0.800 -1.442
H -4.602 -0.350 0.240
H -3.610 2.065 0.448
H 0.260 1.893 -1.953
H 3.448 1.680 0.211
H 1.273 -2.422 -1.035
H -1.341 3.356 1.236
H 1.901 -2.130 1.307
H -0.846 -2.117 -1.133
*
```

---

Entry 3:
Formula: C10H11NO2
Source: the OMol25 dataset
Level of theory: ωB97M-V/def2-TZVPD

Values from the calculation:
**Lowest unoccupied orbital energy**: 0.89 eV
**Gap between HOMO and LUMO**: 8.096 eV
**HOMO level**: -7.204 eV
**Energy relative to the best compared isomer or geometry (same formula, charge and spin)**: 338.0 kJ/mol
**SMILES string**: COc1cc2cc[nH]c2cc1OC

```
! wB97M-V def2-TZVPD RIJCOSX def2/J DEFGRID3
* xyz 0 1
O 2.087 -1.181 -0.029
O 2.055 1.156 -0.163
N -2.824 -1.132 0.009
C 0.845 -0.733 0.061
C -0.427 1.511 -0.173
C -1.555 -0.669 -0.049
C 0.735 0.676 -0.185
C -3.056 1.086 0.053
C 2.381 2.519 0.200
C -0.385 -1.461 0.023
C 2.486 -2.523 0.017
C -1.664 0.812 -0.014
C -3.681 -0.109 0.056
H 1.982 3.233 -0.551
H -4.712 -0.400 0.069
H 2.426 -2.868 1.078
H -0.437 2.549 -0.429
H -3.225 -1.954 -0.439
H 1.949 2.927 1.054
H -3.450 2.044 0.111
H 3.624 -2.459 -0.293
H -0.547 -2.557 0.271
H 3.446 2.649 0.105
H 1.946 -3.116 -0.781
*
```

---

Entry 4:
Formula: C10H11NO2
Source: the OMol25 dataset
Level of theory: ωB97M-V/def2-TZVPD

Values from the calculation:
**Lowest unoccupied orbital energy (spin up / spin down)**: -0.80 / 0.32 eV
**Gap between HOMO and LUMO (spin up / spin down)**: 5.821 / 7.772 eV
**HOMO level (spin up / spin down)**: -6.619 / -7.452 eV
**Energy relative to the best compared isomer or geometry (same formula, charge and spin)**: 433.9 kJ/mol

```
! wB97M-V def2-TZVPD RIJCOSX def2/J DEFGRID3
* xyz 0 1
O 2.879 -1.850 0.456
O 0.655 -3.165 0.194
N 2.090 0.267 -0.096
C -0.939 0.089 0.916
C 1.881 -1.171 0.199
C 3.250 0.782 0.318
C 1.366 0.933 -1.107
C -3.297 0.128 0.448
C -2.195 0.640 1.119
C -1.807 -1.654 -0.441
C 0.589 -1.811 0.144
C -3.087 -1.068 -0.263
C -0.746 -1.064 0.195
H -4.314 0.354 0.566
H 3.658 0.229 1.099
H -3.917 -1.665 -0.720
H -0.263 0.401 1.753
H -2.301 1.540 1.620
H 3.764 1.560 -0.226
H 0.387 1.355 -0.599
H 1.563 -3.248 0.333
H 0.966 0.326 -1.880
H -1.745 -2.658 -1.046
H 1.899 1.813 -1.410
*
```

---

Entry 5:
Formula: C10H11NS
Source: the OMol25 dataset
Level of theory: ωB97M-V/def2-TZVPD

Values from the calculation:
**Lowest unoccupied orbital energy (spin up / spin down)**: -0.33 / -0.33 eV
**Gap between HOMO and LUMO (spin up / spin down)**: 7.361 / 7.361 eV
**HOMO level (spin up / spin down)**: -7.692 / -7.693 eV
**Energy relative to the best compared isomer or geometry (same formula, charge and spin)**: 439.5 kJ/mol

```
! wB97M-V def2-TZVPD RIJCOSX def2/J DEFGRID3
* xyz 0 1
S 2.917 0.035 -1.315
N -2.249 -0.798 -0.146
C -0.872 2.830 1.097
C -1.941 0.427 0.250
C -2.806 1.486 0.729
C 0.039 1.878 0.552
C -2.244 2.652 1.173
C 2.200 -1.190 -0.405
C -1.133 -1.508 -0.542
C 2.235 -2.612 -0.965
C -0.492 0.588 0.171
C -0.013 -0.599 -0.197
H -1.120 -2.462 0.034
H -1.322 -1.554 -1.561
H 1.324 -3.035 -1.343
H 2.398 -3.366 -0.301
H 2.596 -1.295 0.718
H -2.775 3.533 1.292
H -0.486 3.720 1.500
H 3.008 -2.824 -1.776
H -3.816 1.240 0.762
H 3.533 0.689 -0.361
H 1.019 2.166 0.633
*
```

---

Entry 6:
Formula: C10H11NSV
Source: the OMol25 dataset
Level of theory: ωB97M-V/def2-TZVPD

Values from the calculation:
**Lowest unoccupied orbital energy (spin up / spin down)**: -9.11 / -9.04 eV
**Gap between HOMO and LUMO (spin up / spin down)**: 8.077 / 7.228 eV
**HOMO level (spin up / spin down)**: -17.189 / -16.267 eV
**Energy relative to the best compared isomer or geometry (same formula, charge and spin)**: 87.4 kJ/mol

```
! wB97M-V def2-TZVPD RIJCOSX def2/J DEFGRID3
* xyz 2 2
V -0.832 -0.042 -0.966
S -1.395 -2.113 -2.709
N -0.425 -1.277 0.459
C -0.092 -3.645 0.315
C -0.308 -3.718 1.688
C -0.769 -1.361 1.779
C -1.114 -0.603 -3.425
C 0.083 -0.005 -2.994
C -0.649 -2.584 2.420
C -0.022 -1.961 -1.699
C -0.732 1.713 -0.266
C -0.124 -2.395 -0.296
C 0.791 -0.814 -2.023
H -0.241 1.698 0.716
H 0.448 0.887 -3.481
H 0.122 -4.501 -0.316
H -0.819 -2.636 3.485
H 0.802 -0.362 -0.964
H -0.223 2.356 -0.986
H 1.681 -0.437 -1.490
H -0.232 -4.691 2.166
H -1.071 -0.431 2.266
H -1.839 1.916 -0.200
H -1.796 -0.283 -4.226
*
```